No. 1
The following is a quantum chemistry calculation of a 11-piece molecular cluster, C26H60Cl14O4 overall at a distorted geometry, from OMol25.

CARTESIAN COORDINATES (ANGSTROEM)
C -7.970 9.048 -20.093
C -7.202 10.424 -20.142
C -7.819 11.464 -21.023
O -7.132 10.945 -18.794
H -7.612 8.454 -19.252
H -7.811 8.470 -21.004
H -9.014 9.293 -19.899
H -6.199 10.244 -20.528
H -7.102 12.263 -21.211
H -8.691 11.966 -20.602
H -8.187 11.035 -21.956
H -6.533 11.695 -18.763
C -9.332 -1.319 -18.216
C -10.504 -0.757 -18.994
C -10.536 0.727 -18.957
O -10.230 -1.019 -20.340
H -9.182 -2.381 -18.409
H -9.635 -1.443 -17.176
H -8.377 -0.796 -18.178
H -11.503 -1.082 -18.704
H -11.131 1.050 -18.103
H -11.127 1.062 -19.809
H -9.618 1.302 -19.075
H -9.598 -0.387 -20.691
C -11.684 6.599 -22.765
C -10.705 5.374 -22.772
C -10.238 4.966 -21.385
O -11.427 4.263 -23.301
H -11.951 6.828 -23.797
H -11.159 7.473 -22.377
H -12.577 6.499 -22.148
H -9.926 5.529 -23.518
H -11.111 4.759 -20.766
H -9.638 5.784 -20.985
H -9.700 4.018 -21.366
H -12.286 4.253 -22.873
C -6.741 -0.293 -21.463
C -7.387 1.063 -21.083
C -6.801 2.300 -21.660
O -8.732 1.072 -21.564
H -6.806 -0.488 -22.534
H -7.132 -1.188 -20.978
H -5.675 -0.336 -21.242
H -7.361 1.156 -19.997
H -5.877 2.506 -21.120
H -7.439 3.176 -21.538
H -6.521 2.280 -22.713
H -8.671 1.291 -22.497
Cl -5.945 5.704 -21.520
C -6.350 6.048 -23.159
C -6.013 7.517 -23.559
Cl -4.301 7.720 -23.770
H -7.426 5.872 -23.194
H -5.868 5.314 -23.804
H -6.282 8.342 -22.901
H -6.431 7.799 -24.526
Cl -12.008 7.400 -19.484
C -11.173 7.169 -17.933
C -10.725 5.714 -17.803
Cl -12.137 4.691 -17.346
H -11.857 7.352 -17.104
H -10.327 7.857 -17.939
H -9.901 5.552 -17.108
H -10.335 5.312 -18.738
Cl -0.757 7.769 -20.889
C -2.047 7.166 -19.804
C -2.240 5.724 -20.131
Cl -3.405 4.807 -19.085
H -2.992 7.658 -20.036
H -1.753 7.240 -18.757
H -1.300 5.199 -20.299
H -2.679 5.748 -21.129
Cl -8.581 3.065 -13.855
C -7.204 4.097 -13.350
C -7.713 4.939 -12.130
Cl -7.824 3.952 -10.689
H -6.867 4.705 -14.190
H -6.372 3.422 -13.150
H -8.690 5.407 -12.253
H -6.910 5.644 -11.916
Cl -8.185 3.095 -17.465
C -7.486 4.284 -18.584
C -6.518 5.237 -17.864
Cl -7.462 6.167 -16.592
H -8.261 4.727 -19.210
H -7.000 3.584 -19.264
H -6.127 5.985 -18.554
H -5.609 4.790 -17.461
Cl -5.801 10.728 -13.483
C -7.187 10.204 -14.590
C -7.550 8.730 -14.501
Cl -8.034 8.238 -12.887
H -7.115 10.546 -15.622
H -8.070 10.645 -14.126
H -6.812 8.000 -14.834
H -8.509 8.662 -15.016
Cl -4.108 5.089 -12.976
C -2.815 5.534 -14.021
C -3.283 5.379 -15.457
Cl -1.935 5.763 -16.526
H -1.922 4.991 -13.711
H -2.481 6.562 -13.882
H -4.024 6.143 -15.692
H -3.584 4.364 -15.718

Its HOMO energy is -9.269 eV. The HOMO-LUMO gap comes out at 9.3157 eV. For the LUMO energy, the calculation gives 0.002 Eh. As for the structure (SMILES): CC(C)O.CC(C)O.CC(C)O.CC(C)O.ClCCCl.ClCCCl.ClCCCl.ClCCCl.ClCCCl.ClCCCl.ClCCCl.



No. 2
The following is a quantum chemistry calculation of C26H61Br6N2O14P3 as an isolated structure at a distorted geometry, from OMol25.

CARTESIAN COORDINATES (ANGSTROEM)
C 0.498 -0.459 -2.150
O -0.427 -1.006 -1.475
N 0.351 0.366 -3.212
C 1.549 0.827 -3.895
C -0.899 0.659 -3.854
H 1.568 -0.622 -1.950
H 2.463 0.655 -3.326
H 1.555 1.914 -3.822
H 1.558 0.460 -4.922
H -1.741 0.621 -3.164
H -0.858 1.661 -4.281
H -0.997 0.035 -4.743
C -5.218 2.731 2.985
O -5.084 3.957 3.294
N -6.418 2.098 3.084
C -6.411 0.669 2.894
C -7.575 2.762 3.703
H -4.422 2.066 2.617
H -6.455 0.178 3.866
H -5.557 0.279 2.340
H -7.290 0.484 2.277
H -8.528 2.292 3.461
H -7.432 2.995 4.758
H -7.591 3.781 3.315
C -2.277 -8.025 -2.696
Br -3.706 -8.972 -1.706
Br -2.120 -8.672 -4.621
Br -0.514 -7.902 -1.727
H -2.592 -6.996 -2.871
C 6.655 -3.312 -6.244
Br 6.751 -1.869 -7.573
Br 4.835 -3.905 -5.878
Br 7.500 -2.836 -4.489
H 7.268 -4.150 -6.574
C 4.760 5.709 1.296
C 5.303 6.010 2.719
O 4.912 4.898 3.539
P 3.320 4.626 3.895
O 2.453 4.162 2.825
O 3.340 3.633 5.120
C 2.875 2.276 5.015
C 4.045 1.527 4.323
O 2.875 6.058 4.581
C 1.685 6.109 5.367
C 2.165 6.563 6.739
H 5.107 4.712 1.023
H 3.676 5.703 1.180
H 5.185 6.386 0.554
H 6.387 6.092 2.642
H 4.860 6.985 2.922
H 3.002 2.085 6.080
H 1.845 2.031 4.754
H 4.984 1.589 4.872
H 3.843 0.456 4.282
H 4.105 1.841 3.281
H 0.897 6.803 5.074
H 1.286 5.114 5.562
H 2.520 7.592 6.793
H 1.287 6.515 7.384
H 2.877 5.867 7.182
C 2.090 -8.355 12.064
C 1.235 -7.109 11.733
O 0.812 -7.046 10.332
P -0.564 -6.348 9.905
O -0.735 -4.934 10.303
O -0.654 -6.569 8.312
C -1.586 -5.864 7.575
C -2.388 -6.878 6.817
O -1.732 -7.341 10.436
C -1.628 -8.702 9.980
C -2.322 -9.623 10.923
H 3.060 -8.323 11.567
H 2.314 -8.287 13.129
H 1.502 -9.233 11.797
H 0.387 -7.054 12.415
H 1.893 -6.279 11.991
H -2.255 -5.249 8.176
H -1.139 -5.191 6.844
H -1.748 -7.638 6.368
H -3.117 -7.364 7.465
H -3.015 -6.474 6.022
H -1.973 -8.816 8.953
H -0.570 -8.962 10.018
H -3.385 -9.716 10.702
H -2.041 -10.658 10.726
H -2.321 -9.274 11.956
C 1.415 5.277 -9.845
C 1.548 4.226 -10.948
O 0.792 4.616 -12.114
P -0.839 4.421 -12.047
O -1.327 4.510 -10.614
O -1.391 5.563 -13.103
C -0.952 5.597 -14.438
C -1.997 4.832 -15.161
O -0.869 2.954 -12.816
C -1.236 1.785 -12.130
C -2.675 1.834 -11.521
H 1.235 6.271 -10.255
H 0.561 5.084 -9.196
H 2.267 5.323 -9.167
H 2.581 4.030 -11.238
H 1.194 3.217 -10.735
H -0.893 6.657 -14.685
H 0.032 5.141 -14.553
H -1.731 3.785 -15.019
H -3.042 4.987 -14.893
H -2.015 5.097 -16.219
H -1.184 0.889 -12.749
H -0.539 1.626 -11.307
H -2.915 2.753 -10.986
H -3.396 1.732 -12.333
H -2.783 0.974 -10.860

Its HOMO energy is -9.126 eV. The HOMO-LUMO gap comes out at 8.4284 eV. For the LUMO energy, the calculation gives -0.026 Eh. As for the energy above the lowest of the compared OMol25 structures with the same formula, charge and spin: 106.9 kcal per mole.



No. 3
The following is a quantum chemistry calculation of C26H62GaN2O13S3 as an isolated structure at a distorted geometry, from OMol25.

CARTESIAN COORDINATES (ANGSTROEM)
C -1.975 0.198 5.497
O -1.093 0.643 4.466
C -1.802 1.406 3.473
C -0.820 2.154 2.454
C -1.280 1.708 0.994
Ga -0.083 2.420 -0.523
C 1.807 2.942 0.087
C 2.783 1.725 0.337
C 3.015 0.791 -0.913
C 4.494 0.299 -1.098
S 4.492 -0.990 -2.432
O 3.409 -1.959 -2.220
O 5.765 -1.694 -2.522
O 4.153 -0.267 -3.893
C -0.095 1.019 -2.060
C -1.508 0.802 -2.728
C -2.396 -0.225 -1.914
S -2.360 -1.931 -2.615
C -2.424 -3.154 -1.286
S -3.311 -4.532 -1.553
N -1.726 -3.019 -0.034
C -1.751 -2.014 0.940
C -0.830 -2.328 2.004
N -0.277 -3.584 1.657
C -0.805 -3.956 0.479
C -0.988 4.138 -1.289
C -2.550 4.108 -1.130
O -3.171 4.907 -2.191
C -3.702 4.116 -3.188
C -3.144 4.094 -4.653
O -4.668 3.417 -2.955
H -1.352 -0.071 6.399
H -2.704 0.976 5.837
H -2.556 -0.726 5.227
H -2.535 2.106 3.963
H -2.426 0.669 2.878
H 0.203 1.740 2.687
H -0.846 3.261 2.606
H -1.207 0.588 0.988
H -2.326 2.099 0.863
H 1.760 3.524 1.058
H 2.309 3.634 -0.650
H 3.798 2.163 0.607
H 2.481 1.102 1.241
H 2.718 1.321 -1.865
H 2.337 -0.102 -0.809
H 5.143 1.126 -1.502
H 4.980 -0.086 -0.169
H 3.198 -0.031 -3.883
H 0.328 0.034 -1.690
H 0.607 1.393 -2.863
H -1.349 0.382 -3.769
H -2.052 1.777 -2.808
H -3.460 0.134 -2.001
H -2.106 -0.170 -0.837
H -2.387 -1.108 0.907
H -0.639 -1.678 2.884
H -0.515 -4.921 0.004
H -0.703 4.254 -2.367
H -0.564 5.004 -0.715
H -2.814 4.625 -0.161
H -2.984 3.075 -1.044
H -3.508 5.018 -5.192
H -2.024 4.077 -4.687
H -3.569 3.222 -5.217
C 2.167 0.227 4.357
O 2.980 0.711 3.293
H 1.189 -0.035 3.959
H 2.626 -0.662 4.800
H 2.049 1.002 5.118
H 3.837 0.937 3.671
C -5.484 -0.104 6.918
O -4.995 0.564 5.763
H -4.641 -0.344 7.564
H -6.179 0.545 7.458
H -5.990 -1.029 6.627
H -5.755 0.766 5.206
C 2.307 -5.775 3.689
O 2.799 -5.134 2.524
H 3.140 -5.949 4.370
H 1.566 -5.137 4.180
H 1.851 -6.733 3.424
H 2.044 -4.991 1.939
C -4.114 -5.108 2.856
O -2.761 -4.701 2.978
H -4.429 -5.559 3.797
H -4.747 -4.241 2.642
H -4.211 -5.844 2.053
H -2.504 -4.306 2.137
C 4.117 2.135 -6.983
O 3.583 1.249 -6.010
H 3.294 2.568 -7.550
H 4.676 2.935 -6.491
H 4.775 1.587 -7.663
H 4.327 0.878 -5.520
C 2.429 3.543 -4.229
O 2.244 4.278 -3.029
H 2.121 2.513 -4.058
H 1.818 3.972 -5.029
H 3.483 3.560 -4.518
H 2.522 5.184 -3.204
C 2.595 -5.847 -2.591
O 2.418 -5.090 -1.405
H 2.261 -6.868 -2.406
H 2.001 -5.414 -3.401
H 3.652 -5.858 -2.872
H 2.720 -4.190 -1.593

Its HOMO energy is -5.133 eV. The HOMO-LUMO gap comes out at 6.4100 eV. For the LUMO energy, the calculation gives 0.047 Eh. As for the energy above the lowest of the compared OMol25 structures with the same formula, charge and spin: 60.5 kcal per mole. As for the total charge: -1.